[1]
The following is a quantum chemistry calculation of 2 unconnected molecules or ions with the total composition H2N2O3S, from OMol25.

Positions of all 8 atoms, in Å:
S: 1.7183 0.8278 -0.3663
O: 1.7973 2.1948 -0.8650
O: 1.9590 -3.5189 -0.2362
H: 0.1871 -0.6103 0.5498
N: 1.3935 -2.5062 -0.3179
O: 0.1909 -2.3136 -0.1800
N: 0.4368 0.4199 0.5354
H: -0.3492 0.8114 1.0078

Values from the calculation:
Kohn-Sham gap (spin up / spin down) = 10.59 / 4.63 eV
total charge = 0
total energy = -734.4313 Eh
relative energy (zero: lowest compared OMol25 entry of this formula, charge and spin) = 69.1 kcal/mol


[2]
The following is a quantum chemistry calculation of a molecular structure, C38H27F3I2N5O9PbS, from OMol25.

Positions of all 86 atoms, in Å:
O: 0.9799 -0.9973 -4.0730
C: -1.4434 1.8914 -3.3545
C: -3.5900 -0.9885 -1.0259
H: -2.4183 2.0722 -0.4550
O: -1.8617 -1.7635 3.1320
S: -1.1771 -0.7225 2.4084
O: -3.8344 -3.2842 -1.2347
C: -5.3941 0.5351 -0.9139
C: -6.9665 0.8576 -1.0367
C: 0.8054 2.1641 0.4597
O: -1.7319 -2.4684 -1.0165
N: -0.2269 -1.3072 1.2546
C: -0.1986 -1.3613 -4.1438
O: -7.6544 -0.1279 -0.7996
I: -1.3360 4.0606 1.4290
H: -5.6380 -1.5985 -1.2135
O: -1.9637 0.3170 1.8081
H: 1.5560 0.2374 2.2850
H: -0.2513 1.1895 6.7711
F: -0.0254 -1.5206 -6.5098
H: 1.9926 3.1714 -4.3299
C: 1.0740 -3.1419 0.3642
C: -3.0288 -2.3808 -1.1258
H: 1.2993 -2.6701 -2.8751
C: -1.3794 2.9015 -4.2883
C: 2.2719 -4.9804 -0.6465
H: 4.2032 2.1041 0.8054
H: 2.5268 0.5642 -3.4511
C: 0.1452 0.9929 5.7806
H: 2.4757 -5.8607 1.9081
C: -0.1222 0.0598 3.5897
C: -0.5957 -2.0912 -5.4392
H: -0.0296 4.1823 -5.3707
H: 2.9262 1.4847 3.9242
H: 2.2504 3.2913 6.1646
H: 2.2656 -0.4150 0.3991
H: 1.8384 2.1560 7.4510
C: 1.4213 -3.1693 -1.9273
N: -0.3490 1.3556 -2.8001
F: -0.1442 -3.3622 -5.3606
H: -4.8745 2.5983 -0.5514
O: -0.2059 1.5205 -0.0387
H: -2.2869 3.2979 -4.7220
C: 2.9465 3.6358 1.6095
O: -7.1349 2.0419 -1.3452
H: 2.7973 -5.9244 -0.5482
C: 1.1639 0.4644 3.2643
I: 4.5205 4.6818 2.4794
C: 2.1450 1.7340 0.3529
H: -1.6310 -0.0280 5.1106
C: 1.4200 -4.2694 2.8708
H: 1.5404 -4.6804 3.8657
C: 0.6087 3.3717 1.1746
H: 1.4263 5.0048 2.2873
O: -1.1053 -1.2925 -3.2732
H: 2.0387 -0.7940 -1.8427
C: 2.0957 -4.4027 -1.8624
F: -1.9094 -2.1323 -5.6446
C: 1.4253 1.4371 5.4581
C: 1.6406 4.0950 1.7436
H: 3.5876 0.4041 -0.4215
C: 2.2434 2.2343 6.4417
H: 0.2797 -2.6040 3.6067
C: 1.9416 -4.9243 1.8010
H: 3.2810 1.8978 6.4578
C: 1.9278 1.1535 4.1928
C: 0.4913 -2.4861 1.4947
C: 0.7028 -3.0622 2.7255
Pb: -0.5816 -0.5235 -1.0330
N: 0.9391 -2.5656 -0.8670
C: -3.1701 1.3184 -0.6478
C: 2.5038 0.4185 -0.2717
C: -0.6323 0.3071 4.8600
H: 2.7790 1.8517 -2.2684
N: 1.8131 0.1429 -1.5362
C: 0.9984 2.8252 -4.0720
C: -4.5100 1.5907 -0.6857
C: -4.9694 -0.7655 -1.0716
N: -2.7363 0.0487 -0.8415
C: 2.0773 1.0892 -2.6130
H: 2.4584 -4.8586 -2.7736
C: 0.8468 1.7873 -3.1585
C: 1.7711 -4.3588 0.5168
H: -2.3961 1.4893 -3.0317
C: -0.1254 3.3836 -4.6455
C: 3.1872 2.4701 0.9110

Values from the calculation:
Kohn-Sham gap = 5.16 eV
total charge = -1
total energy = -3901.3953 Eh
relative energy (zero: lowest compared OMol25 entry of this formula, charge and spin) = 17.1 kcal/mol


[3]
The following is a quantum chemistry calculation of 7 unconnected molecules or ions with the total composition C7H20Cl2N6O12, from OMol25.

Positions of all 47 atoms, in Å:
C: -1.9901 6.4681 1.8066
N: 0.0705 -2.2566 -5.9407
H: 3.2922 -7.0868 3.0933
O: 2.2393 -5.0839 5.0886
O: 3.7449 5.1361 -5.9711
H: -3.0056 6.0825 1.8963
H: 0.3006 -3.9299 -7.0587
N: -5.4870 -2.9334 -0.7250
O: -0.9679 -2.7110 -5.4380
C: 2.3261 4.7955 -4.1792
H: 2.8233 -5.6376 2.1012
C: 3.0924 -6.0153 3.0877
O: 1.7875 0.9629 8.9450
N: 1.1488 0.1030 8.3647
O: 0.8201 -5.8906 3.7128
H: -2.1090 7.4879 1.4406
N: 2.9512 5.6473 -5.1785
N: 1.9381 -5.6614 4.0393
N: -1.4711 5.7334 0.6412
H: -5.5699 -1.2089 -1.9171
H: 1.6125 -2.7059 -7.3183
C: 0.9827 -3.2193 -6.5919
O: -1.5440 6.2448 -0.4493
H: 2.7575 5.0362 -3.2076
H: 1.5896 -3.7870 -5.8865
H: -5.9344 -1.1253 -0.1926
O: 0.5075 -1.1343 -5.8952
C: -6.1363 -1.6760 -1.1113
O: 2.7632 6.8621 -5.0861
H: -1.3244 6.4647 2.6697
H: 2.5299 3.7791 -4.5160
O: -4.2481 -3.0188 -0.8637
Cl: 0.1900 -0.6841 0.8767
C: 1.2080 0.0293 6.8510
H: 2.2289 -0.0311 6.4740
H: 0.6001 0.7987 6.3748
H: 1.2021 0.4167 -0.9181
O: 0.5027 -0.7491 8.9810
Cl: 2.1760 -1.7688 -1.1068
H: 0.5836 -0.8108 6.5469
H: -7.1877 -1.8195 -1.3605
O: -6.1952 -3.8553 -0.2806
H: 0.0380 -0.7844 -1.3597
H: 3.8931 -5.4942 3.6125
C: 0.8943 -0.6077 -0.7088
O: -0.8735 4.6895 0.9124
H: 1.2497 4.9492 -4.2551

Values from the calculation:
Kohn-Sham gap = 10.81 eV
total charge = 0
total energy = -2429.8755 Eh
relative energy (zero: lowest compared OMol25 entry of this formula, charge and spin) = 32.7 kcal/mol
SMILES = C[N+](=O)[O-].C[N+](=O)[O-].C[N+](=O)[O-].C[N+](=O)[O-].C[N+](=O)[O-].C[N+](=O)[O-].ClCCl


[4]
The following is a quantum chemistry calculation of 2 unconnected molecules or ions with the total composition C6H12OS2, from OMol25.

Positions of all 21 atoms, in Å:
H: 1.5543 0.7244 1.6689
H: -1.6201 -2.6374 -1.8449
H: 2.5020 -0.5509 0.8413
H: 1.4129 2.9215 -1.4717
H: -0.3505 -1.9440 -0.7944
S: -2.2339 -2.8132 0.4617
O: 1.8391 0.4168 -1.4131
H: -2.7169 -1.3956 2.3343
H: -1.4836 0.0181 -1.7653
C: 1.9465 1.1138 -0.4174
S: -2.0980 0.1524 0.5550
C: 2.3443 0.5378 0.9220
C: -2.0684 -0.6322 -1.0866
C: 1.6893 2.6027 -0.4526
C: -1.4446 -2.0107 -0.9494
H: 0.8661 2.8643 0.2333
C: -1.9561 -1.3880 1.5302
H: -0.9593 -1.4344 2.0094
H: 2.5931 3.1547 -0.1443
H: -3.0961 -0.7037 -1.4918
H: 3.2796 1.0036 1.2754

Values from the calculation:
Kohn-Sham gap = 9.41 eV
total charge = 0
total energy = -1107.4240 Eh
relative energy (zero: lowest compared OMol25 entry of this formula, charge and spin) = 4.8 kcal/mol
SMILES = C1CSCS1.CC(C)=O


[5]
The following is a quantum chemistry calculation of 7 unconnected molecules or ions with the total composition C32H54Cl2N3O24P, from OMol25.

Positions of all 116 atoms, in Å:
H: 0.8643 -1.4660 2.1985
O: -8.0099 -2.2183 4.3284
C: 0.1535 -1.7898 1.3512
C: 3.6122 1.8475 5.9386
C: -5.6473 3.2686 5.4747
H: -7.8083 0.9459 4.1351
H: 0.4203 -4.4161 -4.2481
C: 4.5887 1.2781 4.9541
H: 5.0855 2.0515 4.3613
H: -8.7526 -0.3635 3.3947
O: 2.0845 5.2605 -8.8980
C: 2.7865 -4.8988 -1.4248
H: 3.4364 -5.8329 -1.6158
H: -0.1949 4.0378 -7.8158
H: 2.1750 -0.1180 -2.6233
C: 3.0029 -4.4585 0.0925
C: -5.5472 4.2307 6.6199
O: -6.8369 4.8271 6.6505
O: 1.7734 3.5674 -7.4570
H: -2.1488 -3.7998 -1.9618
H: -10.5102 1.1168 2.7185
O: -9.1833 2.6531 2.3897
O: 3.4473 5.0526 -7.1033
H: -0.2306 -0.8118 0.8932
C: -2.7443 -2.8185 -1.9446
H: -4.4830 -2.5600 5.8268
O: 0.3908 -2.9291 -0.9411
O: -7.6372 2.7395 0.7374
C: 3.2609 4.1316 -4.5959
O: -8.8876 4.0669 6.0679
H: 3.8975 -3.7610 0.1257
C: 1.7010 -3.9411 0.8642
H: -3.8923 -1.3029 4.7171
C: -1.0183 -2.6456 1.9827
H: -4.7742 4.9847 6.4653
C: 0.6508 3.5729 -8.3302
O: -6.1505 -3.3541 3.7169
C: 1.1337 4.3862 -9.4926
H: 3.0887 -4.0653 -2.1612
O: 3.1787 3.2533 -3.4787
H: 2.7862 5.0816 -4.3331
O: -7.7850 0.9219 2.0800
H: 4.9317 0.6240 -2.6804
O: -1.9691 -3.4240 1.2990
C: 2.5050 1.0139 4.1821
H: 6.8837 -2.9546 -1.1678
C: -9.6569 1.5924 3.2112
H: -4.1510 -3.9036 3.8715
H: 4.1673 -0.4974 -3.9387
H: -0.3215 -0.5980 -4.8701
H: 0.2516 -0.8182 -1.5548
H: 5.0059 5.2485 -5.2066
H: -5.3860 3.7283 4.5171
C: -7.6970 3.9529 6.0610
Cl: 3.5578 -5.9983 0.9974
H: 6.3782 0.0336 -1.1126
O: -5.9564 -1.4600 4.9067
C: -1.8078 -1.6338 -1.3264
O: 5.3048 -1.4006 -2.3052
H: 5.0431 -1.6314 0.2239
H: 8.4724 -2.0405 -1.5813
H: 0.3761 2.5570 -8.6166
H: -4.5085 -2.5550 2.7707
Cl: 0.4920 -5.3551 0.7854
O: -7.0277 2.9307 5.4608
O: 5.2669 4.0789 -3.5068
H: 5.1331 3.4971 -5.4765
O: -1.1511 -2.5927 3.2383
H: -3.1652 -2.5284 -2.9626
N: 0.9347 -3.6526 -3.7663
C: -8.1534 2.1589 1.6502
H: 4.4793 -0.0382 0.4438
H: -5.0311 2.3803 5.6209
P: -0.1630 -2.2874 -3.5138
C: 2.5211 4.6634 -7.7583
H: 2.0176 -3.6984 1.9332
H: 5.3470 0.6556 5.4306
O: 4.5549 2.8827 -1.7197
H: 1.6540 -3.3676 -4.4638
H: -2.1140 -0.6887 -1.9185
H: -2.0506 -1.4035 -0.2384
H: 3.1911 0.5153 -1.2167
H: 1.8011 -0.4907 0.0545
H: 7.1881 -0.3938 -2.7305
O: 3.7617 0.5026 4.0973
C: 4.3527 3.3604 -2.8014
H: 2.9440 -0.9642 1.9804
O: 2.9166 -1.6470 -1.2606
C: 1.0732 -2.5673 0.2696
H: 0.3311 4.9504 -9.9690
C: 4.4120 -0.3925 -2.8316
C: 6.5656 -0.8022 -1.8659
C: 3.0482 -0.3782 -1.9326
N: 4.5336 -0.9876 0.8381
O: 0.4789 -0.9311 -4.3987
C: 2.3189 -1.5317 0.0384
H: -9.9742 1.9664 4.1858
O: 1.6000 0.7004 3.4623
C: 4.7333 4.2699 -4.8138
C: 7.4273 -1.9563 -1.1114
H: 3.4505 1.1893 6.7970
C: -0.2418 -1.8407 -1.6303
H: 1.7257 -5.1930 -1.7022
H: 7.4771 -1.6704 0.0002
H: -5.3674 3.7282 7.5748
C: -8.4697 0.6844 3.3052
H: -1.6504 -3.7079 0.4128
H: 1.6376 3.7778 -10.2492
N: 3.2851 -1.5121 1.1814
O: 2.4084 1.9253 5.1859
C: -4.6651 -2.0565 4.8730
H: 3.9095 2.8332 6.2990
H: -3.6141 -2.9345 -1.2095
H: 2.7521 3.7090 -5.4564
C: -6.8170 -2.3342 4.3184
C: -4.7679 -3.0162 3.7276

Values from the calculation:
Kohn-Sham gap = 8.06 eV
total charge = 0
total energy = -4483.3971 Eh
SMILES = CCOCCO[C@H](NN)[C@@](CC(=O)O)(O[C@H](CC)P(N)O)[C@@H](Cl)[C@H](C)Cl.O=C1OCCO1.O=C1OCCO1.O=C1OCCO1.O=C1OCCO1.O=C1OCCO1.O=C1OCCO1


[6]
The following is a quantum chemistry calculation of a molecular structure, C33H32BF6O10ReSSb, from OMol25.

Positions of all 85 atoms, in Å:
F: 0.6002 -5.8172 -1.9171
H: 2.0501 6.1434 -1.5083
C: 0.5052 -5.8157 -0.5959
H: 3.1129 -2.7450 3.0317
C: 4.5712 -1.4069 0.5690
C: -0.4898 2.5311 3.1623
F: 0.8524 -7.0049 -0.1257
H: 4.7688 0.6486 1.2684
C: -4.7298 2.8236 -1.9200
O: 3.6166 -2.3734 1.0328
C: 1.0466 4.3880 -0.7302
S: 1.6919 -4.5488 0.0953
C: 3.4572 -0.6095 2.5339
H: -0.5382 3.1041 5.2475
Sb: -0.3543 1.7889 0.1354
H: -3.4429 -0.2554 -2.3816
O: 1.6039 0.1249 3.8179
O: -0.9268 -0.6700 -1.6368
C: -3.5618 3.3175 -2.4622
C: -2.3191 2.1967 -0.7008
C: -2.7518 -0.3853 -3.2124
C: -0.4905 -1.1701 -3.9157
O: 1.0885 -0.7592 1.8432
H: 6.4952 -0.9263 1.4632
H: 3.9763 -0.1405 3.3645
C: 0.5450 6.6170 -0.0730
O: -0.9054 -2.9324 -1.3511
F: 0.7778 7.9442 -0.1714
C: -3.2606 -2.8136 -1.7373
C: -0.4416 6.1774 0.7869
C: -1.8313 0.6313 2.5850
C: 5.8498 -1.7907 1.3181
O: 2.2239 -0.3932 -0.5210
H: -3.4098 -2.0393 -0.9829
H: -3.5992 3.9458 -3.3427
C: -0.6883 4.8140 0.8704
H: 5.4587 -3.4181 2.7377
C: -0.9774 1.6605 2.1903
C: -1.8907 -2.6831 -2.3870
H: 6.4045 -2.5517 0.7739
H: 4.6258 -1.4279 -0.5152
H: -1.4353 3.3605 -2.2800
C: -4.7382 2.0343 -0.7918
H: -5.6789 1.6737 -0.3957
H: 1.6441 3.6905 -1.3061
C: 0.0609 3.9020 0.1248
H: -2.9475 -0.2548 4.2143
C: -1.5542 -1.2243 -2.8232
H: 0.2396 3.2860 2.8966
H: -2.1057 -4.6779 -3.1527
Re: 1.3294 -1.9145 0.2789
C: 4.0070 -0.1167 1.1473
B: -0.3990 -1.7109 -0.9227
H: -0.6763 -3.8366 -3.7537
F: -2.2478 1.3625 6.0923
O: 2.6975 1.6430 0.2886
C: 2.9196 0.4660 0.2821
C: -1.7249 -3.7125 -3.4889
H: -1.4803 4.4617 1.5199
H: -3.3197 -3.7859 -1.2473
C: -1.8093 1.4464 4.8162
H: -4.0563 -2.7458 -2.4801
C: -2.3594 2.9865 -1.8509
F: -0.7341 -5.5480 -0.2286
H: -3.5339 1.1085 0.7038
H: 5.6455 -1.8479 3.5382
C: -2.2702 0.5274 3.8973
H: -0.8705 -1.5360 -4.8691
H: -1.0043 6.8935 1.3713
C: 5.2686 -2.3503 2.6498
H: -2.1317 -0.1294 1.8711
H: -3.2791 -0.8581 -4.0444
C: -3.5235 1.7241 -0.1864
O: 2.8022 -5.2902 0.5600
O: 0.9038 -3.7706 1.1293
H: 0.3846 -1.7564 -3.6267
H: -2.2875 -3.4109 -4.3740
C: 1.2929 5.7528 -0.8413
H: -0.1719 -0.1340 -4.0322
F: -5.9050 3.1192 -2.5201
H: -2.4200 0.6036 -3.5267
O: 1.9239 -3.5576 -1.0011
C: -0.9116 2.4352 4.4835
C: 1.9692 -0.3758 2.7940
C: 3.7739 -2.1110 2.4455

Values from the calculation:
Kohn-Sham gap (spin up / spin down) = 5.69 / 6.13 eV
total charge = 0
2S+1 = 2
total energy = -3369.9330 Eh
relative energy (zero: lowest compared OMol25 entry of this formula, charge and spin) = 25.0 kcal/mol


[7]
The following is a quantum chemistry calculation of 5 unconnected molecules or ions with the total composition C25H61F3N3O9, from OMol25.

Positions of all 101 atoms, in Å:
H: -2.4150 -0.9266 -5.7140
C: -8.9242 -3.6194 1.3609
H: -0.7936 -4.8766 4.1488
C: -4.4336 -3.5590 2.2453
O: -8.4233 -1.1889 3.8233
H: -6.5109 -0.9337 1.0320
N: -8.0389 -4.6041 0.6400
H: 1.0683 -3.7074 2.6114
H: -4.5052 -2.0647 -3.1233
H: -6.5992 -1.4657 4.6367
C: -9.1403 -2.0027 4.7071
F: 0.3407 -8.7141 5.4224
H: -5.6156 1.4629 0.9161
H: -3.5314 -1.1641 0.7784
H: -6.6865 0.6404 3.4592
O: 0.2280 -8.4897 2.6865
H: -4.2170 -7.0613 -0.6203
H: -3.9400 -4.9736 -2.3243
C: -5.2572 -7.3655 -0.7632
H: -9.4006 -2.9763 4.2620
H: -5.3636 -7.3759 -1.8508
H: -3.1037 -4.7917 -3.8937
H: -7.9215 -7.2580 -0.0615
C: -12.0171 -5.5864 1.5171
H: -3.2396 0.5901 -5.6191
H: -10.9193 -3.0836 1.9349
H: -8.5080 -3.3360 2.3274
C: -3.9238 0.3880 -3.0989
H: -5.7961 0.2563 -2.1543
H: -8.6241 2.0260 1.1372
H: -7.2232 -2.1699 -2.1376
H: -4.3584 -2.7068 2.9320
H: -10.8044 -3.8614 0.3480
H: -5.3246 -8.3747 -0.3625
H: -6.7733 -2.3620 3.1770
H: -6.6580 -7.5974 1.3126
F: 1.0919 -6.7329 5.3732
O: -3.0784 -0.5064 -3.7994
H: -10.1458 -1.6225 4.8862
C: -7.5662 2.3101 1.2223
C: -7.6231 -5.7778 1.4975
H: -7.7527 4.7068 2.5290
H: -2.3850 -2.5587 0.5392
H: -6.8074 0.8992 -0.2514
H: 0.0644 -4.0337 1.2711
C: -5.3487 -0.1613 -3.0580
H: -5.0372 -1.7576 -1.6871
C: -6.5884 -2.3665 -2.9943
O: -7.2545 2.6093 2.5561
H: -12.7304 -4.9486 2.0461
H: -5.9554 -0.0058 -3.9434
H: -1.2852 -7.5638 3.4035
H: -7.3263 3.2029 0.6359
N: -6.9004 -0.1168 1.5408
C: 0.0328 -3.9360 2.3564
F: -1.0617 -7.0744 5.6150
H: -5.2844 -0.3223 3.0205
H: -8.5293 -6.0606 2.0342
C: -10.4141 -3.8729 1.3730
C: -7.8368 3.7789 3.0953
O: 0.2440 -6.1844 2.9326
H: -8.6116 -2.2079 5.6392
H: -4.3118 -5.9332 -3.8027
O: -5.7890 -2.6882 0.3274
H: -6.9330 -5.4063 2.2495
C: -6.6604 1.1789 0.7920
H: -6.8545 -1.9424 -3.9593
H: -12.1637 -6.6067 1.8545
H: -3.5355 -4.1562 2.4120
C: -6.1703 -3.8550 -3.3076
O: -4.8813 -3.8656 -3.8461
H: -5.2699 -4.1912 2.5441
C: -4.4997 -3.0946 0.7920
H: -4.2078 -0.8517 -5.4864
C: -7.1268 -6.9166 0.6022
C: -0.1776 -7.4763 3.4380
N: -5.3195 -1.6141 -2.6739
C: -3.3884 -2.1683 0.3671
H: -8.6619 -2.6816 0.8594
H: -6.4355 -4.4147 -2.4094
H: -0.5583 -3.0883 2.7330
H: -3.8387 1.3938 -3.5124
C: -7.0397 -1.4041 3.6363
C: 0.0526 -7.5029 4.9570
C: -3.2380 -0.4265 -5.2131
O: -10.6858 -5.1778 1.8458
H: -7.4193 3.9615 4.0850
H: -6.8550 -4.1365 -4.1112
H: -12.1776 -5.4588 0.4444
H: -7.1760 -4.1045 0.3487
H: -8.3914 -4.7857 -0.3015
C: -6.3628 -0.2500 2.9194
H: -4.4854 -4.0598 0.2620
C: -0.6137 -5.0990 3.0880
H: -3.4245 -2.0471 -0.7225
H: -1.6102 -5.2642 2.6435
C: -4.0707 -4.9410 -3.4066
O: -6.1141 -6.3450 -0.2333
H: -7.9053 -0.1629 1.3609
H: -8.8890 3.6052 3.3453
H: -3.5959 0.4785 -2.0623

Values from the calculation:
Kohn-Sham gap = 2.43 eV
total charge = +1
total energy = -2129.5599 Eh